Record 1
4 unconnected molecules or ions with the total composition C20H58IN13O3P3. Source: the OMol25 dataset; level of theory: wB97M-V/def2-TZVPD.

XYZ file:
```
98
C20H58IN13O3P3 wB97M-V/def2-TZVPD
H -2.03402 -5.39477 -4.92972
C -2.21530 -4.37208 -2.01874
H 0.89803 -0.07525 9.35037
H -3.60748 -4.64572 -4.50074
H -2.26443 -3.41213 -7.45507
H -1.01691 2.10616 3.95238
N 2.84557 -0.46238 1.69564
N 2.03354 -1.04223 2.62838
H 3.16127 5.78250 -5.93994
C 2.19472 5.54066 -5.48559
N -1.17411 -3.62968 -2.71210
C -2.78195 -4.64412 -5.21504
C 2.64785 -1.01951 0.38946
H 6.13335 3.69028 -5.01704
H 2.19952 1.03080 -4.37207
H -0.60238 -2.48984 -1.00424
H -1.52605 0.43068 3.88379
H 5.84178 1.73143 -3.98343
H -4.77954 0.92535 7.46303
C 2.24733 3.27259 -6.14939
H 1.37805 0.53790 -2.93908
C -1.60824 1.34732 4.47412
N -1.11668 1.14678 5.84150
C -4.02929 -1.66758 -4.30315
H 0.73179 2.76538 -1.43266
H -2.65609 1.66356 4.45896
H -0.21732 1.15564 8.89308
C -1.12125 2.43881 6.51325
N 2.35138 2.40698 -2.77612
C 4.91121 2.01423 -3.48015
H -4.39359 -0.69150 6.83279
N 0.28534 -2.77880 2.26814
H -4.00240 0.75325 5.90306
C 0.19595 -1.96936 7.92864
H -2.42800 0.02367 -3.12768
H 1.84327 1.46889 -0.94650
N -2.94531 -2.03927 -3.37114
C 0.35337 0.31872 8.48748
H -1.13083 -2.24314 -6.82312
C -1.54162 -3.24065 -6.65288
H 3.25196 3.25004 -6.58868
H -4.86933 -1.22076 -3.76051
C 1.27256 -1.96421 1.84807
H -3.24241 -4.96254 -6.15486
H -3.10521 -1.22279 8.91033
C -2.74616 -0.83324 -2.52657
P -1.36684 -2.52387 -4.03635
C -2.94101 -0.14192 8.92993
H -3.68876 -0.95024 -5.05530
O 1.73898 4.69148 -2.70279
P 2.86189 3.93632 -3.43347
H -2.86764 -3.73039 -1.41280
H 1.08766 0.68120 7.75646
H -3.66494 -0.56836 -1.99521
N 4.24142 3.11432 -4.20215
H -0.66594 3.20345 5.87390
H -3.81666 0.32833 9.38933
P -1.51893 -0.39810 6.52071
H -2.12137 0.07845 9.61140
O -0.55761 -1.16721 5.59361
H 2.34525 3.13666 -0.78985
H -1.77137 -5.10914 -1.33928
H 5.15179 2.29313 -2.44955
H 4.31622 1.10212 -3.46992
H 2.01657 6.25310 -4.67620
N -2.70841 0.40078 7.57553
C 1.60640 1.42192 -3.54408
H 3.18307 -0.74532 -0.57743
H -1.98283 -0.99984 -1.76344
H 1.94595 2.25260 -5.93792
H -4.45672 -2.53209 -4.80787
H 5.71232 4.49695 -3.48906
H -0.08356 -3.51893 1.65178
C 1.78242 2.45134 -1.42799
H -0.44004 -2.77709 7.55997
C 5.31261 4.11796 -4.43426
C -0.18420 -3.20617 -1.72082
H 1.41466 5.71800 -6.23155
H -2.13026 2.78891 6.76061
H 1.10816 -1.94010 7.31969
O 0.01569 -2.84181 -4.63138
C -4.03817 0.33942 6.91279
H 1.97879 -0.86251 3.63925
H 0.66031 1.83290 -3.91838
H -0.52354 2.45818 7.41750
N -0.52077 -0.69081 7.91267
H 0.20107 -4.06396 -1.15958
H -0.73173 -3.97210 -6.75879
H 0.47499 -2.24478 8.94887
H -2.83898 -4.96263 -2.68013
N -2.19184 -3.32144 -5.34106
H 4.94300 4.97463 -5.00072
N 2.15036 4.15789 -4.99791
H 1.56089 3.59696 -6.93918
I 4.21157 1.03456 2.04053
H 0.67949 -2.73690 -2.19845
N 1.60234 -2.01852 0.44111
H -0.11371 -2.61738 3.21100
```

E_HOMO   -9.6 eV
Charge   +1
LUMO level   -0.16877 hartree

Results of the Löwdin charge analysis, in e, for atoms 1 through 4: 0.091 -0.137 0.086 0.060

Record 2
3 unconnected molecules or ions with the total composition CH9N2O2. Source: the OMol25 dataset; level of theory: wB97M-V/def2-TZVPD.

XYZ file:
```
14
CH9N2O2 wB97M-V/def2-TZVPD
H -2.25127 -0.49434 -0.88475
H -1.54849 0.71763 0.31105
H -1.55531 2.36607 -0.16942
C 0.23034 1.57796 0.65621
H -1.74505 -2.02906 -0.52711
H 2.13376 -1.60852 -1.60235
H 2.22694 -2.23733 -0.24485
N -1.03477 1.53911 0.04703
O -1.92319 -1.12610 -0.23829
H 0.42250 -0.47124 0.44693
N 0.80494 0.36110 0.84559
O 1.87581 -1.44891 -0.68832
H 0.63533 2.56780 0.82803
H 1.72845 0.28583 1.22026
```

2S+1   2
E_HOMO (spin up / spin down)   -4.0 / -8.4 eV
Expectation value of S²   0.753
Energy relative to the best compared isomer or geometry (same formula, charge and spin)   47.2 kJ/mol
LUMO level (spin up / spin down)   0.02069 / 0.01938 hartree

Results of the Löwdin charge analysis, in e, for atoms 1 through 4: 0.040 0.021 0.063 -0.338

no.,molar mass (g/mol)
1,748.60
2,81.09